A | Density functional theory data (wB97M-V/def2-TZVPD) for 3 unconnected molecules or ions with the total composition C3H13N4.

Calculated values
- spin multiplicity = 1
- LUMO level (alpha / beta) (eV) = -6.153 / -6.152
- highest occupied orbital energy (alpha / beta) (eV) = -13.12 / -13.12
- charge = +1

Last columns: bonded neighbours and bond lengths (Å).
Positions of all 20 atoms, in Å:
1 C 2.64781 -1.16841 0.13383  C3 1.481, H8 1.178, H9 1.007, H10 1.135
2 C -0.50042 -1.69837 -0.41292  N6 1.453, H11 1.154, H12 1.192, H13 1.084
3 C 1.39864 -0.37291 0.12918  C1 1.481, N6 1.275
4 N 1.46906 2.39457 0.01436  H14 1.033, H15 1.013
5 N -3.11165 0.68564 0.33198  H16 1.020, H17 0.999, H20 1.029
6 N 0.16263 -0.42607 -0.18057  C2 1.453, C3 1.275, N7 1.323
7 N -0.44801 0.70138 -0.50754  N6 1.323, H18 1.039, H19 1.081
8 H 2.25579 -2.24850 -0.12548  C1 1.178
9 H 3.02474 -1.02216 1.05661  C1 1.007
10 H 3.41183 -0.63684 -0.51528  C1 1.135
11 H -1.12960 -1.92929 0.52669  C2 1.154
12 H -1.32652 -1.65728 -1.27190  C2 1.192
13 H 0.00609 -2.55711 -0.83739  C2 1.084
14 H 1.44008 2.86357 0.93485  N4 1.033
15 H 2.47304 2.32288 -0.09725  N4 1.013
16 H -3.81706 0.99176 -0.33807  N5 1.020
17 H -3.00322 1.53994 0.83781  N5 0.999
18 H -1.45907 0.56256 -0.31189  N7 1.039
19 H 0.02287 1.66074 -0.34401  N7 1.081
20 H -3.51703 -0.00611 0.97700  N5 1.029

Here are the natural (NBO) charges for atoms 1 to 2, given in e: -0.725 -0.485


B | Density functional theory data (wB97M-V/def2-TZVPD) for 2 unconnected molecules or ions with the total composition C3H13N4.

Calculated values
- spin multiplicity = 1
- LUMO level (eV) = -2.758
- highest occupied orbital energy (eV) = -13.41
- charge = +1

Last columns: bonded neighbours and bond lengths (Å).
Positions of all 20 atoms, in Å:
1 C -1.61702 0.43217 2.81926  C2 1.513, H4 1.091, H5 1.083, H6 1.086
2 C -1.19740 1.13619 1.54721  C1 1.513, N3 1.504, H7 1.083, H8 1.092
3 N 0.00489 0.46428 0.94186  C2 1.504, H9 1.016, H10 1.020, H11 1.059
4 H -2.52804 0.91039 3.18353  C1 1.091
5 H -1.88166 -0.60187 2.63345  C1 1.083
6 H -0.86302 0.49922 3.59850  C1 1.086
7 H -1.98055 1.09379 0.80076  C2 1.083
8 H -0.92789 2.17963 1.72491  C2 1.092
9 H 0.60977 0.14132 1.69196  N3 1.016
10 H 0.56618 1.11343 0.39047  N3 1.020
11 H -0.20053 -0.34199 0.28592  N3 1.059
12 N 1.98627 -1.45395 -2.54679  C13 1.364, H16 1.006, H17 1.007
13 C 0.97177 -0.81206 -1.89998  N12 1.364, N14 1.389, N15 1.286
14 N 0.97495 0.57229 -2.01787  C13 1.389, H18 1.008, H19 1.010
15 N 0.09847 -1.35551 -1.12889  C13 1.286, H20 1.012
16 H 1.91270 -2.45616 -2.59909  N12 1.006
17 H 2.39102 -1.03925 -3.37095  N12 1.007
18 H 1.54272 0.94039 -2.76545  N14 1.008
19 H 0.03500 0.93919 -2.05460  N14 1.010
20 H 0.10236 -2.36151 -1.23422  N15 1.012

Here are the natural (NBO) charges for atoms 1 to 2, given in e: -0.637 -0.218


C | Density functional theory data (wB97M-V/def2-TZVPD) for 2 unconnected molecules or ions with the total composition C3H13N4.

Calculated values
- spin multiplicity = 1
- LUMO level (eV) = -2.801
- highest occupied orbital energy (eV) = -13.27
- charge = +1

Last columns: bonded neighbours and bond lengths (Å).
Positions of all 20 atoms, in Å:
1 C 1.11428 -1.03056 0.92409  N2 1.454, C3 1.521, H5 1.091, H6 1.099
2 N 2.29310 -1.74790 0.46652  C1 1.454, H7 1.009, H8 1.015
3 C 1.36160 0.46634 0.81256  C1 1.521, N4 1.498, H9 1.090, H10 1.081
4 N 0.17669 1.20410 1.35659  C3 1.498, H11 1.018, H12 1.089, H13 1.026
5 H 0.98758 -1.26227 1.98311  C1 1.091
6 H 0.17600 -1.31687 0.42905  C1 1.099
7 H 2.14246 -2.74173 0.55615  N2 1.009
8 H 2.48526 -1.56598 -0.51333  N2 1.015
9 H 1.50873 0.81318 -0.20988  C3 1.090
10 H 2.21087 0.70972 1.43581  C3 1.081
11 H 0.32504 2.21042 1.39048  N4 1.018
12 H -0.72781 1.02352 0.77795  N4 1.089
13 H 0.00969 0.91197 2.32576  N4 1.026
14 N -1.09960 -0.01782 -2.13634  C15 1.342, H17 1.000, H18 1.002
15 C -2.11458 0.46024 -1.39980  N14 1.342, N16 1.283, H19 1.086
16 N -2.03192 0.71477 -0.14520  C15 1.283, H20 1.011
17 H -1.26603 -0.22027 -3.10183  N14 1.000
18 H -0.32972 -0.48847 -1.70147  N14 1.002
19 H -3.03183 0.63888 -1.95352  C15 1.086
20 H -2.93374 1.03188 0.18383  N16 1.011

Here are the natural (NBO) charges for atoms 1 to 2, given in e: -0.237 -0.816


Most stable to least stable, the ends of the list are B and A.


A | Density functional theory data (wB97M-V/def2-TZVPD) for 2 unconnected molecules or ions with the total composition ClH2NOS.

Calculated values
- spin multiplicity = 1
- LUMO level (eV) = -0.653
- highest occupied orbital energy (eV) = -11.11
- charge = 0

Last columns: bonded neighbours and bond lengths (Å).
Positions of all 6 atoms, in Å:
1 N 1.40173 0.19440 -1.52534  S3 1.507, H6 1.024
2 O 0.82955 1.31474 0.64775  S3 1.473
3 S 1.80712 1.16218 -0.44340  N1 1.507, O2 1.473
4 Cl -1.73040 -1.09939 1.84977  H5 1.301
5 H -2.77061 -1.37839 1.11958  Cl4 1.301
6 H 0.46261 -0.19354 -1.64836  N1 1.024

Here are the natural (NBO) charges for atoms 1 to 2, given in e: -0.988 -0.865


B | Density functional theory data (wB97M-V/def2-TZVPD) for 2 unconnected molecules or ions with the total composition ClH2NOS.

Calculated values
- spin multiplicity = 1
- LUMO level (alpha / beta) (eV) = -0.562 / -1.861
- highest occupied orbital energy (alpha / beta) (eV) = -9.69 / -11.03
- charge = 0

Last columns: bonded neighbours and bond lengths (Å).
Positions of all 6 atoms, in Å:
1 N 0.71592 0.74076 -1.54973  H5 1.133, H6 0.981
2 O 0.28866 -1.23398 1.58078  S3 1.451
3 S -0.91477 -0.46057 1.82318  O2 1.451, Cl4 2.105
4 Cl -1.96939 -0.42356 0.00226  S3 2.105
5 H 1.42577 0.02782 -1.02954  N1 1.133
6 H 0.45382 1.34954 -0.82696  N1 0.981

Here are the natural (NBO) charges for atoms 1 to 2, given in e: -0.580 -0.762


Most stable to least stable, the ends of the list are A and B.